[1]
Computed, not measured: a molecular structure, C24H40Br2CsF2IMg2N3O8 in a non-equilibrium geometry, with the ωB97M-V functional and the def2-TZVPD basis.

Geometry as XYZ:
```
83
Properties=species:S:1:pos:R:3:mulliken_charge:R:1
C 1.94921 -2.82290 -0.12335 0.076
H -1.14716 -0.56676 4.59604 0.568
F 0.41965 1.09294 -4.20469 -0.787
H 2.35017 3.25282 -1.56650 0.344
H 1.19420 0.62728 -2.55158 -0.761
C -2.94787 -0.99503 0.88864 0.664
C 1.26322 0.27632 -1.50597 -1.140
H 2.55074 0.66988 0.12285 0.219
C -5.43763 -3.70706 2.92026 0.015
C 0.10963 0.39489 0.49899 -0.381
O -3.05454 -0.06056 1.84445 -0.287
C 0.78370 1.79133 0.29040 -1.353
C -2.39755 0.77867 -0.92862 -1.211
H -2.26398 1.40718 -0.04639 0.230
H -4.26718 -0.21483 -0.55235 0.706
C -2.78616 -0.53836 3.17197 -0.099
F -2.83949 3.15278 -1.83921 -0.744
H -1.16859 -1.97071 -1.24755 0.687
H 7.54629 5.03812 -7.60555 0.167
H -3.10534 -1.32105 -1.24324 0.228
H 3.55030 4.06373 2.31201 0.324
H -0.81170 1.40199 -2.20255 0.665
H 2.24187 -3.56724 0.63907 -0.847
H 3.61706 3.82865 0.25185 0.183
C -1.12127 0.47723 -1.70817 -1.066
C 4.01662 2.93106 -0.23096 -0.591
H -3.25916 -1.49532 3.40362 0.103
Mg 2.67317 -5.05867 1.65276 0.932
H -0.80135 -1.35264 2.97863 0.022
C -3.19897 -0.49436 -0.53229 -0.817
O -6.13525 -1.49660 2.63951 -0.511
O -2.68863 -2.16419 1.07478 -0.377
O 4.49512 1.92772 0.66864 -0.371
H -8.17798 -1.95515 4.19984 0.440
C 2.95136 2.38463 -1.21286 -1.330
H 0.21992 -2.21060 1.05486 0.098
H 3.48235 1.98277 -2.12230 0.282
H 6.76444 7.15659 -8.25747 0.166
H 2.59353 -1.94109 -0.06667 0.386
C -6.82413 -5.13608 4.34819 0.285
H 4.88365 3.26610 -0.81366 0.412
H 2.05183 -0.48811 -1.58916 0.319
H 2.08202 -3.32434 -1.08920 0.753
H -3.24523 0.19096 3.85090 0.466
H -5.38427 -1.93301 -0.02333 0.309
Br 4.86827 -3.84630 -0.00118 -0.140
N 6.66165 4.87267 -7.16540 -0.365
H 0.10380 2.51208 -0.18368 0.392
O 3.39075 0.97898 2.32920 -0.502
C 5.63353 5.77771 -7.15832 0.622
H -8.58953 -4.18323 5.23388 0.415
H -3.03783 1.37850 -1.60978 0.664
H -0.90064 0.45582 3.18641 0.189
O 4.56493 5.55369 -6.61575 -0.631
C -7.74118 -3.99162 4.58958 -0.416
N 5.89459 6.95107 -7.80500 -0.376
Br 4.55607 -4.29427 2.87627 -0.403
N -0.01976 -0.15283 -0.85425 1.760
H -0.76639 0.43421 1.14392 -0.818
H -1.36374 -0.20389 -2.53181 0.439
Mg 5.97195 -5.71322 -0.84782 0.365
H 0.40041 -1.85965 -1.99448 0.493
H 1.01522 2.21411 1.27724 0.538
C -5.65239 -4.89938 3.46751 -0.512
C -0.14836 -1.63419 -1.07138 -1.290
H 4.99822 3.38069 3.18614 0.335
H -4.58837 -3.51186 2.27533 0.425
H -4.99336 -5.74227 3.30258 0.427
C -1.27669 -0.52286 3.51223 -0.873
C 0.45856 -2.52021 0.03619 -0.319
O -7.02273 -6.21945 4.85181 -0.547
H 6.50536 3.99967 -6.70011 0.198
H 5.16357 7.63754 -7.81999 0.218
C 3.92489 1.96672 1.91196 0.723
C -7.52156 -2.80044 4.03753 -0.443
Cs 1.92442 2.26630 -4.62696 0.841
O -6.17843 -2.08828 -0.55625 -0.619
C 2.00481 1.33023 -0.56128 1.968
C -6.35185 -2.57135 3.15780 0.440
I -0.48308 -4.48199 -0.16320 0.159
H 3.35919 2.99946 3.69018 0.357
C 3.98497 3.19497 2.81564 -1.037
H 0.85688 -0.09852 1.14084 0.946
```

Results
total charge = +1
electronic energy = -7769.86161 Ha
LUMO energy = -0.271 Eh
HOMO-LUMO gap = 1.173 eV

=====

[2]
Computed, not measured: 2 unconnected molecules or ions with the total composition C24H40FOSi4 in a non-equilibrium geometry, with the ωB97M-V functional and the def2-TZVPD basis.

Geometry as XYZ:
```
70
Properties=species:S:1:pos:R:3:nbo_charge:R:1
H -0.19564 -2.85092 0.72633 0.205
C 1.70819 -5.23620 -1.94000 -0.216
C 6.02146 -3.84877 -1.13692 -0.286
C -1.58636 2.34855 -1.23589 -1.094
C 1.00476 -1.25785 1.32824 0.157
O 0.14131 -0.25088 1.00112 -0.855
H 3.11523 1.78773 -2.25397 0.234
C -0.68460 1.17835 4.54333 -1.096
H 2.07799 -8.57747 -1.42939 0.240
H 1.37564 3.57707 5.07070 0.247
H 1.94759 -0.94854 1.75965 0.171
H -3.67858 2.69272 1.05751 0.243
H 5.43118 -0.62353 -1.86392 0.258
H 1.83459 0.62771 -1.86107 0.217
H -0.11502 4.76095 0.28923 0.230
H 1.43857 -3.32209 1.41182 0.205
C 2.18752 1.64400 -1.70635 -1.099
H -2.47965 2.88414 -1.54602 0.244
C -0.36856 -6.43915 -2.31102 -0.228
H 2.03015 -0.41828 4.09354 0.231
C -0.99553 4.43765 0.83644 -1.093
H 3.07159 3.92173 1.40926 0.238
C 3.68445 -3.54469 -1.71570 -0.109
Si 0.84189 1.66624 3.58833 1.214
C 4.76588 -4.36528 -1.32451 -0.095
C 2.35063 -3.96859 -1.94693 0.152
Si -1.25675 2.60726 0.58150 1.231
H 1.68401 -3.15818 -2.19611 0.222
C 2.24511 0.63449 4.25582 -1.099
F 7.50687 -1.99565 -1.13615 -0.277
H 3.16836 -1.51512 -2.20226 0.236
H 3.34584 -6.53113 -1.38308 0.198
H -2.74430 2.39154 2.52462 0.233
H 2.08405 4.36327 0.01184 0.238
H -0.50677 1.23254 5.61413 0.244
C 2.89461 3.72710 0.35529 -1.093
H 4.79726 1.20151 0.05973 0.233
H 3.16605 0.89331 3.74125 0.226
C -2.83191 2.15024 1.46964 -1.093
H -0.95841 0.16020 4.27886 0.237
H -1.72361 1.28775 -1.42794 0.233
C 5.22622 -1.66799 -1.71056 -0.296
Si 0.54490 1.34720 1.31502 0.492
H 4.12163 1.08362 1.68785 0.242
H 4.62409 -5.41005 -1.15040 0.216
C 3.91897 0.91867 0.63356 -1.103
H 2.37763 0.80677 5.32062 0.246
C 2.31117 -6.47495 -1.63921 -0.039
H 6.83827 -4.48053 -0.83584 0.255
H -0.74418 2.70897 -1.81879 0.227
C 1.22391 3.44773 4.00260 -1.093
H -0.84955 4.64239 1.89290 0.234
C 0.74249 -2.54966 1.14696 -0.526
H 0.40194 4.08397 3.68760 0.235
H -1.41183 -6.43157 -2.57887 0.243
H 1.44473 2.33825 -2.08853 0.245
H -0.15358 -4.34072 -2.52478 0.227
H -3.00754 1.08317 1.36240 0.237
H 3.79375 3.97706 -0.20112 0.243
C 6.26852 -2.49780 -1.32665 0.518
H 2.12638 3.75578 3.48237 0.230
C 1.59427 -7.64483 -1.66917 -0.235
H -1.85277 5.00546 0.48569 0.248
Si 2.43859 1.93019 0.11973 1.210
H -1.50576 1.84309 4.29177 0.235
C 3.96638 -2.17143 -1.89825 -0.080
C 0.33871 -5.26494 -2.27841 -0.068
H -0.30339 -8.55239 -2.02695 0.239
C 0.25475 -7.63264 -2.00449 -0.080
H 3.71642 -0.13644 0.47133 0.218
```

Results
total charge = +1
electronic energy = -2271.40170 Ha
LUMO energy = -0.217 Eh
HOMO-LUMO gap = 4.631 eV

=====

[3]
Computed, not measured: a molecular structure, C24H40HgN8S5, with the ωB97M-V functional and the def2-TZVPD basis.

Geometry as XYZ:
```
78
Properties=species:S:1:pos:R:3:mulliken_spin:R:1
N -4.43499 0.69931 2.53358 0.002
H -3.99094 -3.52722 -3.90516 0.000
H -1.32676 -2.56078 -3.98349 -0.001
H -0.70751 6.77692 4.81139 0.000
H 2.52694 -0.22465 -3.07291 0.000
H 0.83435 -2.97530 -4.41585 0.000
H -2.26413 -2.95267 0.20385 0.000
H 2.42990 -5.00248 1.34474 0.001
C 0.81799 0.93064 -3.44064 0.002
C -3.05269 -3.69978 -3.37997 0.000
C -0.62117 5.05812 3.53933 -0.001
C -3.20066 5.72011 2.78364 0.001
H -2.23863 -3.25280 -5.33889 0.000
C 2.80847 2.30255 1.10724 0.000
H 1.33488 1.88664 -3.52677 0.000
C -3.24217 0.94667 1.93065 -0.028
C 0.74782 3.17738 1.55706 0.010
H 4.22217 3.50017 0.03510 0.000
H 1.32560 -5.02770 -2.18655 0.000
H -3.06204 -4.73321 -3.03192 0.000
H 3.49022 1.46372 1.20243 0.003
C 1.28253 -4.00178 -2.55366 0.000
H -1.32204 1.66651 -1.51598 0.000
N -1.18978 1.88179 2.04010 0.068
C 1.09909 4.38580 0.95658 0.002
H -3.11960 3.99496 1.52034 0.002
H 1.65530 -4.52242 -4.60593 0.000
N -0.34094 1.60184 -1.28433 0.010
H 2.49514 -0.68078 4.18091 -0.004
C -2.59332 4.59789 2.24692 -0.004
H -3.07656 -4.41588 -0.36646 0.001
H -0.00185 0.89952 -4.15851 0.000
C 0.40316 0.62126 -2.00950 0.019
C 3.23258 3.45384 0.46317 0.001
N 1.59371 2.14379 1.62902 -0.011
N 1.80210 -0.15884 -3.80421 0.001
C 0.89318 -3.99746 -4.02768 0.002
H 1.32654 -1.07085 -3.82095 0.000
H 1.31405 0.41771 -1.44437 -0.008
H -5.05349 0.02179 2.12327 0.001
S 3.06658 -0.85216 -0.36583 -0.002
S -3.01558 0.26764 0.32950 0.251
N 2.42633 -1.09506 2.16335 0.056
H 2.27571 -3.55887 -2.43302 0.001
H 3.25140 -4.33512 2.75617 0.001
C 2.35196 4.51925 0.38532 -0.001
C -2.36761 -3.63401 -0.64353 0.008
C 2.83452 -1.74342 1.06571 0.028
S 0.20215 -3.04157 -1.46166 0.017
N 3.07488 -3.06365 1.05862 -0.002
H -4.20431 5.98132 2.47970 0.000
H 0.07162 2.52209 -1.22196 0.002
N -2.42381 1.69587 2.60120 0.034
H 0.38888 4.80138 3.83332 0.000
Hg -0.54098 -0.26805 1.02318 0.564
H 2.25631 -0.00939 -4.70979 0.000
C -1.04054 -4.28245 -1.00555 -0.006
H -0.17765 -0.30516 -2.00467 -0.005
H 3.50400 -3.36867 0.19810 -0.001
H 3.06950 -2.28889 3.76673 0.003
C 2.56793 -4.10176 1.94013 0.001
C 2.31437 -1.54278 3.54043 0.041
H 2.09772 -0.14925 1.97955 -0.053
C -1.29770 4.25501 2.62444 0.003
C -2.52781 6.50376 3.71092 -0.001
C -1.87328 -3.43767 -4.32981 0.001
H -1.17423 -4.95861 -1.84954 0.001
C -1.23590 6.17132 4.08889 0.001
H 1.32394 -1.93885 3.76997 -0.002
S -0.66983 -4.80546 -4.45708 0.000
H -4.53919 0.94946 3.50215 0.000
H -0.66103 -4.85815 -0.15977 -0.004
H 0.39253 5.20175 0.94229 0.000
C -0.63135 3.03436 2.09827 -0.012
H -3.00948 7.37201 4.13785 0.000
S -3.11223 -2.60134 -1.93442 0.001
H 2.63588 5.44302 -0.10077 0.000
H 1.59987 -3.82220 2.34601 0.004
```

Results
total charge = +1
⟨S²⟩ = 0.757
electronic energy = -3520.68235 Ha
LUMO energy (spin up / spin down) = -0.104 / -0.124 Eh
HOMO-LUMO gap (spin up / spin down) = 6.240 / 6.507 eV
spin multiplicity = 2